<P>
A cluster of 2 separate species, C3H6N2O in total. Source: OMol25; level of theory: the ωB97M-V functional and the def2-TZVPD basis.

**Highest occupied orbital energy**: -0.339 hartree
**HOMO-LUMO gap**: 10.0 eV

Each atom is followed by the atoms it is bonded to, with distances in Å.
CARTESIAN COORDINATES (ANGSTROEM)
1 H 0.68305 0.06841 1.93366  C6 1.083
2 H -2.86604 -1.13662 0.31595  O9 0.960
3 H 1.11143 -0.62496 -2.11257  N10 1.008
4 H -0.29720 1.35350 -1.90772  C8 1.079
5 H 2.14843 -1.34600 0.18393  C11 1.075
6 C 0.61414 0.08174 0.85301  H1 1.083, C11 1.357, N12 1.377
7 H -1.90902 -0.16518 1.03903  O9 0.965
8 C 0.19776 0.90502 -1.06017  H4 1.079, N10 1.363, N12 1.304
9 O -2.44454 -0.95837 1.15951  H2 0.960, H7 0.965
10 N 1.11082 -0.08761 -1.25943  H3 1.008, C8 1.363, C11 1.383
11 C 1.35938 -0.64490 -0.01785  H5 1.075, C6 1.357, N10 1.383
12 N -0.07475 1.08109 0.20330  C6 1.377, C8 1.304

Here are the Löwdin charges for atoms 1 to 4, given in e: atom 1 (H): 0.11, atom 2 (H): 0.03, atom 3 (H): 0.14, atom 4 (H): 0.12

<Q>
The molecule C3H6N2O. Source: OMol25; level of theory: the ωB97M-V functional and the def2-TZVPD basis.

**Highest occupied orbital energy**: -0.356 hartree
**HOMO-LUMO gap**: 9.7 eV

Each atom is followed by the atoms it is bonded to, with distances in Å.
CARTESIAN COORDINATES (ANGSTROEM)
1 H -2.13575 -0.63409 -0.36835  C11 1.095
2 C 0.66470 1.05295 1.42647  O7 1.209, C8 1.508, H10 1.105
3 N -0.07955 -0.85434 0.04626  C8 1.396, C11 1.469, H12 1.011
4 N 1.72840 0.53327 -0.63674  H5 1.024, C8 1.272
5 H 1.73113 -0.15803 -1.39210  N4 1.024
6 H -1.21666 -1.42689 -1.66573  C11 1.094
7 O -0.18095 0.81868 2.25827  C2 1.209
8 C 0.82264 0.20068 0.19213  C2 1.508, N3 1.396, N4 1.272
9 H -1.07527 0.32341 -1.40706  C11 1.095
10 H 1.35767 1.91107 1.49668  C2 1.105
11 C -1.18036 -0.64371 -0.90335  H1 1.095, N3 1.469, H6 1.094, H9 1.095
12 H -0.43600 -1.12301 0.95351  N3 1.011

Here are the Löwdin charges for atoms 1 to 4, given in e: atom 1 (H): 0.08, atom 2 (C): -0.19, atom 3 (N): -0.04, atom 4 (N): 0.17

Out of the structures above, which one is the least stable? Solution: <Q>.